Record 1
{"formula": "C14H38BNO12P3", "method": "ωB97M-V with the def2-TZVPD basis set", "symbols": ["C", "P", "O", "B", "C", "C", "C", "C", "O", "O", "C", "C", "O", "C", "N", "H", "H", "H", "H", "H", "H", "H", "H", "H", "H", "H", "H", "H", "H", "H", "H", "H", "H", "H", "H", "C", "O", "P", "O", "O", "C", "O", "C", "H", "H", "H", "H", "H", "H", "H", "H", "H", "C", "O", "P", "O", "O", "C", "O", "C", "H", "H", "H", "H", "H", "H", "H", "H", "H"], "positions_angstrom": [[5.57819, -0.08587, 2.85806], [5.56462, -1.24239, 1.42017], [6.16527, -2.68102, 2.11958], [3.66933, -1.58424, 0.94605], [3.55843, -3.15710, 0.50148], [2.29040, -3.47104, -0.33408], [1.58491, -4.77019, 0.13436], [0.25912, -4.44558, 0.77218], [-0.81888, -4.69558, 0.27975], [0.31729, -3.82681, 1.96996], [3.28805, -0.51898, -0.26066], [2.29559, 0.60370, 0.04735], [2.72566, 1.41080, 1.13530], [0.83310, 0.17947, 0.17057], [0.47014, -0.45149, 1.44661], [5.40604, -0.58400, 3.82074], [6.55763, 0.39062, 2.92908], [4.83958, 0.70473, 2.73609], [6.29704, -2.56431, 3.06364], [2.98855, -1.38074, 1.95333], [4.45012, -3.54960, 0.00395], [3.48158, -3.74751, 1.42232], [2.57290, -3.57177, -1.38140], [1.60114, -2.62744, -0.26356], [1.39472, -5.47549, -0.66968], [2.21588, -5.25699, 0.87737], [1.19150, -3.41446, 2.07018], [4.22399, 0.00350, -0.50138], [2.95991, -0.98956, -1.19404], [2.31009, 1.25591, -0.83254], [2.52105, 0.93058, 1.94454], [0.23626, 1.11225, 0.09750], [0.51796, -0.43497, -0.66498], [-0.47688, -0.79992, 1.40012], [0.52998, 0.22990, 2.19002], [-1.60854, -2.23619, -1.89270], [-1.38652, -0.85491, -2.29236], [-2.29050, -0.07334, -3.33580], [-1.51204, 0.81272, -4.18901], [-3.17105, 0.81008, -2.30345], [-3.59535, 0.27747, -1.05019], [-3.51860, -0.72259, -4.15511], [-3.74969, -2.14086, -4.20127], [-0.67501, -2.78251, -1.99772], [-1.91478, -2.26799, -0.84959], [-2.36714, -2.71560, -2.50106], [-2.90322, 0.57924, -0.26306], [-3.67012, -0.81134, -1.06207], [-4.58042, 0.68213, -0.82808], [-3.93746, -2.54684, -3.20776], [-2.90510, -2.66144, -4.65674], [-4.63250, -2.30239, -4.81385], [-0.94592, 4.23684, -0.76633], [-1.56506, 3.30138, 0.15247], [-2.36530, 3.76213, 1.52897], [-1.97165, 2.66534, 2.42666], [-3.79612, 3.43521, 0.75968], [-4.11546, 4.03805, -0.48405], [-3.28936, 4.70844, 2.55012], [-3.08778, 6.12358, 2.67334], [0.09058, 3.93755, -0.90854], [-1.46213, 4.19087, -1.72437], [-0.96780, 5.26341, -0.39878], [-3.85498, 3.37160, -1.30807], [-3.60503, 4.99400, -0.63471], [-5.18950, 4.21991, -0.50357], [-3.24654, 6.63518, 1.72025], [-2.08615, 6.34850, 3.04605], [-3.81730, 6.49216, 3.38999]], "forces_ev_per_angstrom": [[0.397, -0.087, 0.326], [0.142, 0.040, -0.951], [0.009, 0.179, 0.273], [0.012, 0.047, 0.248], [-0.496, 0.095, 0.304], [0.583, -0.204, 0.246], [-0.228, 0.135, -0.045], [-0.257, -0.166, -0.158], [0.195, 0.025, 0.180], [0.063, 0.133, -0.264], [0.376, 0.212, 0.625], [0.150, -0.763, -0.828], [-0.386, 0.287, 0.185], [-0.723, 1.302, 0.826], [0.448, -0.564, -0.394], [-0.261, -0.081, -0.039], [0.041, 0.062, 0.041], [-0.129, -0.049, -0.138], [-0.116, -0.085, 0.119], [-0.036, -0.101, 0.009], [0.013, 0.036, -0.165], [0.191, -0.014, 0.064], [-0.163, 0.035, -0.115], [-0.108, 0.026, -0.050], [-0.055, 0.007, -0.102], [0.011, -0.117, -0.010], [0.015, 0.089, 0.134], [-0.027, 0.034, -0.300], [0.000, -0.131, -0.021], [-0.037, 0.300, 0.119], [0.252, -0.272, 0.001], [0.148, -0.115, -0.334], [0.234, -0.308, -0.110], [-0.088, 0.121, 0.173], [-0.263, 0.016, 0.065], [0.341, -0.018, 0.224], [-0.720, -1.714, -0.926], [-0.735, 3.284, 1.114], [0.240, -0.293, -0.407], [0.138, -0.044, -0.191], [0.019, 0.079, 0.029], [0.869, -1.682, 0.603], [-0.236, 0.137, -0.320], [0.069, 0.096, 0.013], [0.069, 0.072, 0.034], [0.333, -0.001, 0.231], [0.024, -0.021, -0.012], [-0.041, -0.006, -0.017], [-0.012, 0.061, -0.017], [-0.254, 0.053, -0.169], [-0.020, -0.002, 0.011], [-0.003, 0.094, -0.061], [0.181, -0.315, -0.147], [1.358, 3.317, 0.278], [-4.489, -6.043, -0.175], [0.712, 0.652, 0.467], [-0.131, 0.047, -0.142], [0.056, -0.269, 0.053], [2.414, 2.489, -0.575], [0.002, -0.102, 0.121], [0.008, -0.019, 0.048], [-0.040, -0.050, 0.031], [0.006, -0.011, 0.014], [0.062, 0.009, -0.074], [-0.046, 0.055, -0.027], [-0.011, 0.012, 0.025], [-0.028, 0.013, 0.018], [-0.019, 0.045, 0.019], [-0.023, -0.052, 0.014]], "e_homo_ev": -3.12, "charge": -1, "energy_ev": -69738.94851}


Record 2
{"formula": "BrH2OZn", "method": "ωB97M-V with the def2-TZVPD basis set", "symbols": ["Zn", "Br", "O", "H", "H"], "positions_angstrom": [[-1.80954, -0.15102, -4.57520], [-0.27827, -2.76533, -1.70369], [0.42827, 1.17059, 2.29673], [0.44223, 0.23280, 2.10545], [1.21731, 1.51296, 1.87671]], "forces_ev_per_angstrom": [[0.359, -0.619, 0.693], [-0.370, 0.621, -0.693], [-0.223, 0.084, -0.034], [-0.004, -0.249, 0.063], [0.238, 0.163, -0.028]], "e_homo_ev": -13.69, "charge": 1, "energy_ev": -120527.52679, "e_above_lowest_kcal_mol": 82.24}


Record 3
{"formula": "C36H53IN2O8P3S", "method": "ωB97M-V with the def2-TZVPD basis set", "symbols": ["N", "C", "C", "C", "C", "C", "P", "O", "I", "C", "C", "C", "C", "C", "C", "O", "O", "C", "O", "C", "C", "C", "C", "P", "O", "O", "O", "C", "N", "C", "S", "C", "C", "O", "H", "H", "H", "H", "H", "H", "H", "H", "H", "H", "H", "H", "H", "H", "H", "H", "H", "C", "C", "C", "C", "P", "C", "C", "C", "C", "C", "C", "C", "C", "C", "C", "C", "C", "H", "H", "H", "H", "H", "H", "H", "H", "H", "H", "H", "H", "H", "H", "H", "H", "H", "H", "H", "H", "H", "H", "H", "H", "H", "H", "H", "H", "H", "H", "H", "H", "H", "H", "H", "H"], "positions_angstrom": [[8.57714, -1.50781, -3.88156], [8.55023, -0.34843, -4.85188], [7.19891, 0.61144, -4.71500], [6.01354, -0.14413, -5.55804], [4.50102, 0.03671, -4.94445], [4.24190, -0.50982, -3.41374], [5.59181, -1.35085, -2.30394], [6.11912, -0.26353, -1.02984], [4.33999, -3.25983, -1.26523], [2.73511, -0.39928, -2.71052], [1.54664, 0.25937, -3.62745], [1.80635, 0.80662, -5.18647], [3.28992, 0.71141, -5.87697], [3.48517, 1.24473, -7.41479], [3.54101, 2.91160, -7.51830], [4.27192, 3.68401, -6.70935], [2.76386, 3.59695, -8.57770], [0.44097, 1.39862, -5.95002], [0.44468, 2.49761, -6.72814], [-0.94440, 0.51219, -5.64549], [-2.06155, 0.13440, -6.78444], [-3.33758, -0.78651, -6.32535], [-3.57249, -1.37429, -4.80392], [-5.09524, -2.50796, -4.37947], [-4.99390, -3.72323, -5.43451], [-6.62846, -1.72880, -4.65364], [-4.94824, -3.26814, -2.79639], [-2.47904, -0.97857, -3.64156], [-2.58307, -1.40610, -2.19412], [-1.67835, -2.42287, -1.93669], [-0.52437, -3.49924, -1.29253], [-1.19845, -0.06135, -4.09529], [-0.00211, 0.35500, -3.00279], [-0.23974, 0.70384, -1.73516], [9.37785, -1.41640, -3.18646], [8.67643, -2.43989, -4.38561], [8.48271, -0.82891, -5.94064], [9.55725, 0.27607, -4.85286], [7.44103, 1.63632, -5.27074], [6.93245, 0.86271, -3.60064], [6.25402, -1.31181, -5.49478], [6.12639, 0.14307, -6.68804], [5.37705, 0.34437, -0.73223], [2.47924, -0.76143, -1.62758], [4.48597, 0.87647, -7.92583], [2.61295, 0.90379, -8.15423], [1.96897, 3.05368, -8.86298], [-1.97754, 0.49529, -7.89490], [-4.14145, -1.04836, -7.13556], [-6.82036, -1.90643, -5.64159], [-4.22623, -3.98007, -2.91465], [-1.84208, 4.19362, 3.07553], [-2.86016, 3.46856, 3.94124], [-2.28213, 3.00505, 5.27439], [-1.37608, 1.77303, 5.20927], [-2.12552, 0.17143, 5.04202], [-3.41424, 0.08040, 6.31569], [-3.09732, 0.38717, 7.77808], [-2.29263, -0.64555, 8.57083], [-2.79543, -2.07640, 8.45726], [-0.96910, -1.10160, 5.47023], [0.29486, -1.38796, 4.67772], [0.12045, -2.01272, 3.30429], [-0.84037, -3.18921, 3.24329], [-3.07034, -0.12213, 3.56866], [-2.56232, -0.20973, 2.13341], [-1.51699, 0.80153, 1.67914], [-2.05863, 1.81751, 0.68669], [-0.96118, 3.57960, 2.87618], [-2.29109, 4.46706, 2.11662], [-1.50744, 5.10802, 3.56090], [-3.28696, 2.63099, 3.39040], [-3.68985, 4.15814, 4.13688], [-3.11337, 2.81132, 5.95845], [-1.71494, 3.83468, 5.71492], [-0.83895, 1.74156, 6.16637], [-0.58943, 1.91437, 4.46491], [-3.90446, -0.89439, 6.23280], [-4.18186, 0.80052, 6.00313], [-4.05661, 0.51565, 8.29721], [-2.58208, 1.35124, 7.85028], [-2.31528, -0.35829, 9.62809], [-1.23912, -0.59908, 8.29309], [-3.76280, -2.18757, 8.95602], [-2.08578, -2.75843, 8.93539], [-2.90603, -2.40545, 7.42286], [-1.51068, -2.03547, 5.64442], [-0.58338, -0.80702, 6.44682], [0.91074, -2.07377, 5.27486], [0.87776, -0.46480, 4.57772], [1.10023, -2.33392, 2.93118], [-0.19787, -1.23766, 2.61781], [-0.42242, -4.05518, 3.76875], [-1.00851, -3.47698, 2.20007], [-1.81606, -2.96403, 3.67557], [-3.88856, 0.60561, 3.57247], [-3.57574, -1.08160, 3.75007], [-3.43697, -0.15420, 1.46890], [-2.17679, -1.21491, 1.95778], [-0.70094, 0.27588, 1.16855], [-1.06086, 1.30840, 2.52740], [-2.31416, 1.33054, -0.26319], [-1.30261, 2.58075, 0.47511], [-2.95690, 2.31314, 1.06759]], "forces_ev_per_angstrom": [[1.334, -0.098, -0.447], [0.055, 0.013, -1.407], [0.850, 0.302, -0.783], [-0.180, -0.966, 0.730], [-2.123, 0.221, 0.902], [-4.402, 1.973, -1.034], [1.241, 1.074, -0.214], [-2.972, -0.363, -1.490], [-0.179, 0.617, 0.077], [-0.068, 2.207, -4.950], [2.167, -0.410, -0.611], [1.835, -1.333, 1.635], [-1.494, -0.964, 3.485], [-0.144, 0.713, -0.582], [2.160, 4.326, 2.946], [-4.604, -5.327, -5.345], [1.045, -2.764, 2.401], [0.253, 3.493, -2.322], [-0.010, -7.232, 4.651], [-2.928, -2.103, 0.831], [-0.377, -1.330, 4.369], [2.147, 0.758, 2.241], [3.236, 3.089, 0.033], [-0.061, -5.609, -3.997], [-0.266, 4.722, 3.640], [2.965, -1.188, -0.201], [0.609, 1.511, -2.867], [0.880, 1.729, -4.006], [5.336, -5.480, -1.489], [-1.359, 2.850, 1.043], [-3.840, 3.422, -2.260], [-0.815, -0.233, -1.641], [-0.447, 0.875, 3.572], [1.430, -2.351, -7.602], [-1.503, -0.203, -1.399], [0.013, 1.883, 0.963], [0.187, 1.208, 2.161], [-2.226, -1.116, 0.213], [-0.595, -2.132, 1.306], [0.459, -0.698, -2.166], [-0.669, 2.449, -0.070], [-0.585, -0.418, 2.270], [1.221, -0.933, -0.385], [0.650, 0.718, -2.383], [-2.029, 0.710, 1.378], [1.764, 0.549, 1.977], [1.451, 0.601, 0.713], [-0.140, -0.766, 2.504], [1.782, 0.475, 1.786], [0.584, 0.027, 2.132], [-1.634, 1.508, -0.189], [-0.078, -0.024, -0.223], [-0.007, 0.341, -0.030], [-0.645, 0.099, -0.029], [0.952, 0.854, 0.284], [-0.749, -0.062, 0.683], [-0.599, 0.100, -0.019], [0.201, 0.173, 0.495], [0.130, -0.027, 0.053], [0.048, -0.126, 0.179], [0.922, -0.702, 0.450], [0.676, -0.094, -0.401], [0.049, 0.062, -0.300], [0.203, -0.235, -0.136], [-1.146, -0.357, -0.936], [0.380, -0.522, -0.518], [0.255, 0.041, -0.545], [-0.060, 0.240, -0.183], [-0.008, 0.028, -0.071], [0.177, -0.017, 0.102], [0.036, 0.073, 0.060], [-0.034, -0.075, -0.045], [0.078, -0.159, 0.038], [0.120, -0.011, 0.098], [-0.003, -0.233, -0.044], [-0.002, -0.302, -0.044], [-0.052, -0.108, -0.072], [0.146, -0.012, -0.121], [0.123, -0.090, -0.135], [0.096, 0.039, -0.242], [-0.128, -0.007, 0.013], [-0.009, 0.069, -0.169], [0.055, -0.010, -0.012], [0.070, -0.048, -0.112], [-0.183, 0.045, -0.017], [-0.014, -0.028, 0.013], [-0.221, 0.178, -0.070], [-0.356, 0.144, 0.187], [-0.191, 0.212, 0.112], [0.019, -0.107, 0.034], [-0.103, 0.069, 0.134], [-0.118, 0.126, -0.223], [-0.165, 0.076, -0.037], [0.019, -0.049, 0.175], [-0.055, -0.004, 0.001], [0.124, 0.110, 0.373], [0.027, 0.108, 0.306], [0.121, 0.097, 0.267], [-0.011, -0.018, 0.143], [-0.066, 0.054, 0.147], [0.023, 0.073, 0.098], [0.076, 0.087, 0.251], [-0.186, -0.098, -0.064], [0.057, 0.019, -0.016]], "e_homo_ev": -10.05, "charge": 1, "energy_ev": -104328.37970}


Record 4
{"formula": "C4H9NO2", "method": "ωB97M-V with the def2-TZVPD basis set", "symbols": ["C", "C", "C", "N", "C", "O", "O", "H", "H", "H", "H", "H", "H", "H", "H", "H"], "positions_angstrom": [[0.89740, -0.16800, 1.72451], [0.71629, -0.01131, 0.23949], [0.80287, 1.39877, -0.35234], [-0.66738, -0.54303, -0.01433], [-1.27126, -0.71318, -1.22631], [-2.39551, -1.48065, -1.15161], [-0.83429, -0.30569, -2.28125], [1.91911, 0.15084, 1.95988], [0.08633, 0.33904, 2.22825], [0.89313, -1.21672, 2.02987], [1.43407, -0.61661, -0.33255], [1.77384, 1.82643, -0.08679], [0.73259, 1.39671, -1.43553], [-0.10227, 1.89316, -0.01595], [-1.27027, -0.50536, 0.78117], [-2.71467, -1.44437, -2.06651]], "forces_ev_per_angstrom": [[1.146, -0.341, -0.337], [-1.361, -0.498, -1.911], [0.167, -0.520, 0.434], [0.385, -0.119, -0.257], [0.974, -0.001, 0.283], [0.183, 0.644, -0.157], [-0.132, -0.243, -0.053], [-0.449, 0.538, 0.439], [0.214, 0.471, 0.523], [-0.307, -0.043, -0.238], [-0.259, -0.252, 0.335], [-0.405, 0.479, 0.237], [0.058, -0.365, -0.062], [0.310, 0.848, 0.373], [-0.299, -0.410, 0.263], [-0.223, -0.189, 0.128]], "e_homo_ev": -9.77, "charge": 0, "smiles": "CC(C)NC(=O)O", "energy_ev": -9879.70179, "e_above_lowest_kcal_mol": 8.28}


Record 5
{"formula": "C7H6", "method": "ωB97M-V with the def2-TZVPD basis set", "symbols": ["C", "C", "C", "C", "C", "C", "C", "H", "H", "H", "H", "H", "H"], "positions_angstrom": [[-1.46401, -0.25618, 0.95603], [-0.05907, -0.46841, 0.98904], [1.02858, -1.41127, 1.00911], [-0.10954, 0.62186, -0.02655], [-1.46732, 1.10528, 0.33280], [1.03809, 0.14616, -0.89900], [1.69787, -1.03626, -0.06455], [-2.08447, -1.08955, 0.92948], [-2.08895, 1.25547, -0.61287], [-1.42540, 2.12726, 0.97358], [0.65374, -0.23324, -1.79666], [1.78750, 0.82386, -1.40154], [2.49298, -1.58497, -0.38889]], "forces_ev_per_angstrom": [[3.362, 0.428, -0.091], [-0.585, 1.558, -0.111], [-1.835, 0.153, 1.901], [2.025, -3.228, 2.001], [-0.671, 3.667, -1.165], [1.509, 0.453, -0.007], [-2.214, 2.339, -0.775], [-1.792, -0.964, -0.363], [0.262, -0.015, 1.495], [-0.502, -2.620, -1.194], [-1.086, -1.127, -1.411], [-0.826, 0.269, 1.146], [2.353, -0.914, -1.426]], "e_homo_ev": [-7.20, -7.20], "charge": 0, "smiles": "C1=CC[C@@]23C[C@@H]2C=13", "energy_ev": -7348.30567, "e_above_lowest_kcal_mol": 119.76}


Copy entry 4 word for word.
{"formula": "C4H9NO2", "method": "ωB97M-V with the def2-TZVPD basis set", "symbols": ["C", "C", "C", "N", "C", "O", "O", "H", "H", "H", "H", "H", "H", "H", "H", "H"], "positions_angstrom": [[0.89740, -0.16800, 1.72451], [0.71629, -0.01131, 0.23949], [0.80287, 1.39877, -0.35234], [-0.66738, -0.54303, -0.01433], [-1.27126, -0.71318, -1.22631], [-2.39551, -1.48065, -1.15161], [-0.83429, -0.30569, -2.28125], [1.91911, 0.15084, 1.95988], [0.08633, 0.33904, 2.22825], [0.89313, -1.21672, 2.02987], [1.43407, -0.61661, -0.33255], [1.77384, 1.82643, -0.08679], [0.73259, 1.39671, -1.43553], [-0.10227, 1.89316, -0.01595], [-1.27027, -0.50536, 0.78117], [-2.71467, -1.44437, -2.06651]], "forces_ev_per_angstrom": [[1.146, -0.341, -0.337], [-1.361, -0.498, -1.911], [0.167, -0.520, 0.434], [0.385, -0.119, -0.257], [0.974, -0.001, 0.283], [0.183, 0.644, -0.157], [-0.132, -0.243, -0.053], [-0.449, 0.538, 0.439], [0.214, 0.471, 0.523], [-0.307, -0.043, -0.238], [-0.259, -0.252, 0.335], [-0.405, 0.479, 0.237], [0.058, -0.365, -0.062], [0.310, 0.848, 0.373], [-0.299, -0.410, 0.263], [-0.223, -0.189, 0.128]], "e_homo_ev": -9.77, "charge": 0, "smiles": "CC(C)NC(=O)O", "energy_ev": -9879.70179, "e_above_lowest_kcal_mol": 8.28}